Molecular formula: C10H10MgN2O4
Method: DFT, the ωB97M-V functional and the def2-TZVPD basis

```
! RIJCOSX wB97M-V def2-TZVPD def2/J DEFGRID3
* xyz 2 1
Mg 0.040 -0.062 -2.315
O 0.256 3.135 -0.551
C 0.163 2.011 -0.763
C -0.142 -2.413 -1.294
O -0.235 -3.527 -1.450
C 2.161 -0.242 -0.861
O 3.326 -0.253 -0.756
C -2.141 -0.062 -0.919
O -3.301 -0.003 -0.851
C 0.073 0.530 -4.416
H -0.839 1.155 -4.454
H 1.037 1.073 -4.436
C 0.009 -0.812 -4.476
H 0.919 -1.425 -4.544
H -0.958 -1.327 -4.563
C -0.220 1.191 4.382
N -0.056 0.387 3.166
C 0.165 -0.959 3.089
C 0.246 -1.353 1.799
N 0.056 -0.237 1.039
C -0.124 0.809 1.862
H -1.070 0.957 5.014
H 0.619 1.228 5.063
H -0.378 2.225 4.126
H 0.244 -1.497 4.011
H 0.442 -2.407 1.417
H -0.292 1.879 1.682
*
```

- electronic energy (Eh) = -996.95694
- ΔE to the lowest compared entry with this formula, charge and spin (kcal per mole) = 27.5
- orbital gap (eV) = 6.343
- highest occupied orbital energy (eV) = -15.0

---

Molecular formula: C6H13NS
Method: DFT, the ωB97M-V functional and the def2-TZVPD basis

```
! RIJCOSX wB97M-V def2-TZVPD def2/J DEFGRID3
* xyz 0 1
C 1.637 1.679 0.975
C 1.672 0.348 0.074
C -0.745 -0.639 -0.293
C -1.753 0.484 0.367
C -1.128 -1.812 -0.984
C -0.284 -1.965 0.313
H 1.344 1.284 2.030
H 0.874 2.458 0.550
H 2.779 2.275 1.192
H 2.117 -0.579 0.731
H 2.256 0.773 -0.718
H 0.886 -0.504 -1.490
H -1.112 1.246 1.106
H -2.494 -0.038 0.962
H -1.322 1.934 -1.478
H -2.218 -2.173 -0.990
H -0.546 -1.767 -1.984
H 0.751 -2.183 0.476
H -0.815 -2.361 1.053
N 0.566 0.084 -0.774
S -2.465 1.458 -1.119
*
```

- electronic energy (Eh) = -689.18574
- ΔE to the lowest compared entry with this formula, charge and spin (kcal per mole) = 105.6
- orbital gap (eV) = 9.795
- highest occupied orbital energy (eV) = -8.8

---

Molecular formula: C32H59Br12I3N2OPS
Method: DFT, the ωB97M-V functional and the def2-TZVPD basis

```
! RIJCOSX wB97M-V def2-TZVPD def2/J DEFGRID3
* xyz 1 1
C -0.378 -2.643 0.466
C -0.910 -1.556 -0.291
C -1.586 -0.316 -1.121
C -1.865 1.059 -0.274
C -3.141 0.719 0.680
C -3.014 -0.261 1.933
C -1.688 -0.286 2.847
I -1.957 -2.008 4.249
C -2.632 2.052 -1.395
C -1.606 2.452 -2.571
C -0.058 2.779 -2.118
I 0.034 4.994 -2.439
C 0.865 2.166 -3.351
C 0.595 2.886 -4.823
O 1.540 3.748 -5.298
I -1.089 2.545 -6.169
C 0.366 2.303 -0.620
S 1.568 0.804 -0.827
C 1.467 3.339 0.093
C 2.865 3.541 -0.714
C 3.582 4.896 -0.032
C 4.950 4.411 0.801
N 5.549 5.506 1.655
N -0.694 1.783 0.302
P -1.373 2.917 1.530
C -1.679 4.689 0.775
C -0.148 3.284 2.975
C 0.707 2.009 3.515
H 0.412 -3.263 1.113
H -0.876 -0.166 -2.070
H -2.597 -0.748 -1.587
H -3.882 0.145 -0.074
H -3.820 1.658 0.976
H -3.201 -1.379 1.555
H -3.938 -0.051 2.661
H -1.704 0.649 3.549
H -0.670 -0.510 2.325
H -3.244 2.908 -0.891
H -3.450 1.326 -1.878
H -1.561 1.526 -3.324
H -2.107 3.327 -3.210
H 0.594 1.017 -3.531
H 2.023 2.294 -3.195
H 2.235 0.720 0.406
H 1.036 4.375 0.377
H 1.792 2.750 1.081
H 3.685 2.694 -0.525
H 2.783 3.807 -1.848
H 2.905 5.414 0.768
H 3.817 5.701 -0.856
H 5.693 3.942 0.027
H 4.571 3.503 1.477
H 6.532 5.632 1.265
H 5.733 5.044 2.596
H -0.193 1.066 0.915
H -2.110 4.660 -0.308
H -2.562 5.123 1.454
H -0.781 5.419 0.942
H -0.799 3.793 3.837
H 0.591 4.145 2.614
H 0.170 1.401 4.385
H 1.695 2.447 4.022
H 1.102 1.295 2.654
Br 1.588 -7.766 5.402
C 0.755 -6.005 5.483
C -0.227 -5.811 4.352
Br 0.694 -5.444 2.672
H 1.564 -5.269 5.486
H 0.242 -5.977 6.449
H -0.853 -4.932 4.530
H -0.869 -6.680 4.180
Br 1.752 -5.877 -0.616
C 0.621 -7.330 -1.259
C 0.401 -8.369 -0.184
Br 1.970 -9.507 0.029
H 1.097 -7.731 -2.159
H -0.324 -6.854 -1.534
H -0.408 -9.049 -0.464
H 0.184 -7.938 0.798
Br 3.088 -3.685 7.227
C 2.255 -1.923 7.308
C 1.273 -1.730 6.177
Br 2.194 -1.362 4.497
H 3.064 -1.187 7.311
H 1.742 -1.896 8.273
H 0.647 -0.851 6.355
H 0.631 -2.598 6.005
Br -3.048 -0.608 -3.985
C -4.179 -2.061 -4.627
C -4.399 -3.099 -3.552
Br -2.830 -4.238 -3.339
H -3.703 -2.462 -5.527
H -5.124 -1.585 -4.903
H -5.208 -3.780 -3.833
H -4.616 -2.669 -2.571
Br 3.732 -1.384 -1.683
C 5.632 -0.955 -1.581
C 6.028 -0.561 -0.177
Br 5.460 1.260 0.231
H 5.823 -0.174 -2.322
H 6.146 -1.872 -1.884
H 7.117 -0.549 -0.073
H 5.601 -1.209 0.593
Br -6.490 3.592 -6.431
C -5.235 2.114 -6.641
C -5.925 0.882 -7.180
Br -6.955 -0.016 -5.787
H -4.762 1.956 -5.668
H -4.485 2.476 -7.350
H -5.191 0.143 -7.512
H -6.616 1.096 -8.000
*
```

- electronic energy (Eh) = -33959.50506
- orbital gap (eV) = 8.474
- highest occupied orbital energy (eV) = -11.3

---

Molecular formula: C2H7O2
Method: DFT, the ωB97M-V functional and the def2-TZVPD basis

```
! RIJCOSX wB97M-V def2-TZVPD def2/J DEFGRID3
* xyz 1 1
O -0.075 -2.172 0.045
H 0.548 -0.866 -0.307
H 0.142 -2.753 0.798
H -0.229 -2.694 -0.720
O 0.877 -0.092 -0.905
C 0.492 1.040 -0.555
C -0.461 1.306 0.504
H 0.841 1.899 -1.125
H -0.853 0.445 1.037
H -0.004 2.022 1.200
H -1.278 1.865 0.028
*
```

- electronic energy (Eh) = -230.59952
- ΔE to the lowest compared entry with this formula, charge and spin (kcal per mole) = 0.8
- orbital gap (eV) = 12.384
- highest occupied orbital energy (eV) = -17.6